Computed, not measured: a single C26H29N5O5S molecule in a non-equilibrium geometry, with the ωB97M-V functional and the def2-TZVPD basis.

Calculated values
Largest force on an atom ... 1.072 eV/A
HOMO-LUMO gap ... 8.32 eV
Charge ... 0
Energy above the lowest of the compared OMol25 structures with the same formula, charge and spin ... 0.092 eV

Last columns: bonded neighbours and bond lengths (Å).
CARTESIAN COORDINATES (ANGSTROEM)
1 H -3.246 3.820 -0.247  C50 1.092
2 C 2.772 -3.386 -0.454  C41 1.396, C44 1.375, H58 1.080
3 H -5.443 0.873 1.429  C30 1.093
4 H -5.692 -0.734 -1.100  C36 1.091
5 H 5.024 1.724 -2.549  N28 1.005
6 C 0.842 -0.234 1.939  C49 1.390, N60 1.397, C64 1.393
7 H -0.283 -4.810 -0.149  C25 1.080
8 H -5.605 2.876 -0.270  C29 1.092
9 C 0.027 -2.844 -0.898  C12 1.391, C25 1.377, H62 1.079
10 C -1.297 -0.812 1.039  S13 1.790, C49 1.377, C66 1.381
11 O 0.954 2.600 1.513  C18 1.208
12 C 1.003 -1.893 -1.178  C9 1.391, C41 1.415, N54 1.362
13 S -2.564 -0.465 -0.177  C10 1.790, O22 1.433, O48 1.445, N51 1.652
14 C -3.219 1.940 0.764  H16 1.095, C50 1.530, N51 1.446, H61 1.092
15 H 3.287 3.574 1.317  C45 1.092
16 H -3.795 2.352 1.599  C14 1.095
17 H -0.212 0.924 0.467  C49 1.076
18 C 1.946 1.932 1.680  O11 1.208, C45 1.535, N60 1.359
19 C -0.273 -2.250 2.638  H63 1.079, C64 1.384, C66 1.386
20 C 2.131 -0.096 -1.827  H39 1.074, N54 1.365, C59 1.370
21 H 2.085 -5.268 0.262  C44 1.080
22 O -3.278 -1.673 -0.470  S13 1.433
23 O 3.754 3.547 -1.108  C56 1.199
24 H -0.002 -0.172 -1.844  N54 1.012
25 C 0.446 -4.048 -0.380  H7 1.080, C9 1.377, C44 1.399
26 H 5.000 -1.758 -0.982  C37 1.090
27 H -2.198 -2.611 1.727  C66 1.078
28 N 4.867 1.585 -1.566  H5 1.005, C42 1.438, C56 1.350
29 C -4.873 2.647 -1.048  H8 1.092, C32 1.532, H43 1.092, C50 1.528
30 C -4.982 0.197 0.705  H3 1.093, C36 1.538, H46 1.092, N51 1.445
31 H -5.837 1.336 -2.470  C32 1.092
32 C -5.140 1.256 -1.632  C29 1.532, H31 1.092, C36 1.529, H52 1.091
33 H 6.280 0.235 -0.812  C42 1.099
34 O 4.649 -0.097 1.475  C53 1.211
35 N 4.066 1.871 0.467  C45 1.445, C53 1.359, C56 1.413
36 C -5.727 0.253 -0.638  H4 1.091, C30 1.538, C32 1.529, H55 1.093
37 C 4.578 -0.897 -1.502  H26 1.090, H38 1.095, C42 1.538, C59 1.498
38 H 4.903 -0.943 -2.547  C37 1.095
39 H 2.247 0.897 -2.219  C20 1.074
40 H -2.747 2.462 -1.261  C50 1.091
41 C 2.380 -2.156 -0.983  C2 1.396, C12 1.415, C59 1.430
42 C 5.191 0.366 -0.874  N28 1.438, H33 1.099, C37 1.538, C53 1.519
43 H -4.994 3.391 -1.839  C29 1.092
44 C 1.800 -4.311 -0.151  C2 1.375, H21 1.080, C25 1.399
45 C 3.362 2.510 1.555  H15 1.092, C18 1.535, N35 1.445, H65 1.094
46 H -5.038 -0.819 1.103  C30 1.092
47 H 1.670 -1.653 3.312  C64 1.080
48 O -1.898 0.198 -1.276  S13 1.445
49 C -0.228 0.053 1.099  C6 1.390, C10 1.377, H17 1.076
50 C -3.455 2.777 -0.494  H1 1.092, C14 1.530, C29 1.528, H40 1.091
51 N -3.581 0.546 0.642  S13 1.652, C14 1.446, C30 1.445
52 H -4.204 0.855 -2.025  C32 1.091
53 C 4.627 0.634 0.510  O34 1.211, N35 1.359, C42 1.519
54 N 0.884 -0.634 -1.683  C12 1.362, C20 1.365, H24 1.012
55 H -6.773 0.498 -0.439  C36 1.093
56 C 4.176 2.465 -0.810  O23 1.199, N28 1.350, N35 1.413
57 H 2.845 0.171 2.211  N60 1.017
58 H 3.815 -3.609 -0.284  C2 1.080
59 C 3.085 -0.992 -1.423  C20 1.370, C37 1.498, C41 1.430
60 N 1.954 0.609 1.988  C6 1.397, C18 1.359, H57 1.017
61 H -2.162 1.980 1.035  C14 1.092
62 H -1.015 -2.637 -1.085  C9 1.079
63 H -0.281 -3.152 3.230  C19 1.079
64 C 0.821 -1.405 2.693  C6 1.393, C19 1.384, H47 1.080
65 H 3.921 2.360 2.483  C45 1.094
66 C -1.347 -1.955 1.812  C10 1.381, C19 1.386, H27 1.078